(1)
46
Properties=species:S:1:pos:R:3:lowdin_charge:R:1 method="wB97M-V/def2-TZVPD" e_homo_ev=-10.9 total_charge=+1 gap_ev=8.4 de_lowest_kj_mol=392.4
O 2.95150 0.72448 -2.65054 0.08
C 2.14097 0.79411 -1.75765 -0.22
C 2.48127 0.41454 -0.34659 -0.27
C 1.45186 -0.36964 0.32709 -0.23
C 0.38584 0.52303 0.84878 -0.14
C -0.09914 0.70270 2.10857 -0.21
N -1.20996 1.54534 2.42960 0.00
N 3.79289 -0.32615 -0.27214 0.26
H 1.09484 1.11548 -1.97991 0.12
H 2.51403 1.41932 0.20287 0.15
H 1.84840 -1.01413 1.11590 0.06
H 1.05562 -1.23744 -0.38426 0.15
H -0.32110 0.89938 0.06014 0.12
H 0.47876 0.39299 3.09293 0.16
H -2.04852 1.48671 1.68960 0.08
H -1.48392 1.39444 3.46158 0.12
H 4.58858 0.13529 0.05367 0.14
H 4.13454 -0.64979 -1.18860 0.17
H 3.64989 -1.17562 0.34739 0.17
H -0.06127 -0.42267 -3.28954 0.03
H 0.14425 -1.78779 -3.34443 0.04
O 0.42361 -1.09525 -2.81443 -0.01
H -1.63985 1.59370 -2.09298 0.09
H -1.28621 1.99590 -3.60954 0.05
O -1.03775 1.41786 -2.89554 -0.06
H -2.91774 -0.22210 -1.23472 -0.01
H -4.20139 -0.34132 -1.91533 0.06
O -3.75481 0.28920 -1.37800 -0.06
H -1.49116 -1.69726 -0.27475 0.08
H -1.12022 -1.10796 -1.66294 -0.02
O -1.89634 -1.38558 -1.20418 -0.07
H -2.52949 -0.58575 2.30794 0.06
H -3.18244 -1.79116 2.86071 -0.06
O -2.56762 -1.56921 2.35687 0.07
H -3.85942 0.66359 0.07485 0.04
H -4.20921 2.12397 0.71627 0.10
O -3.70286 1.26200 0.96427 -0.19
H -0.82351 -3.17980 1.02216 0.07
H -1.07606 -1.84881 1.54599 0.02
O -0.51552 -2.30820 0.90380 -0.04
H 2.57951 -3.11465 2.52184 0.01
H 1.39924 -2.57587 1.63972 0.09
O 2.40253 -2.48550 1.88542 -0.06
H 2.09186 4.16816 0.43495 0.04
H 2.82992 3.79386 -0.78060 0.08
O 2.59559 3.43557 0.10376 -0.05

(2)
44
Properties=species:S:1:pos:R:3:lowdin_charge:R:1 method="wB97M-V/def2-TZVPD" e_homo_ev=-9.2 total_charge=0 gap_ev=9.5 de_lowest_kj_mol=249.8
C 1.78670 1.60040 0.28609 -0.12
N 0.86698 0.44612 0.06034 -0.06
C 0.17451 -0.03370 1.31975 -0.37
C 1.05626 0.32814 2.51467 -0.07
C -1.33942 0.28657 1.46356 -0.20
N -2.10246 0.47578 0.26107 -0.09
C -2.29162 -0.81500 -0.40543 -0.26
N -2.42919 -0.69533 -1.90900 0.01
H 2.79382 1.16339 0.19846 0.08
H 1.76873 2.17419 1.21002 0.06
H 1.61640 2.36754 -0.45550 0.07
H 0.07058 0.69336 -0.54278 0.06
H 0.20370 -1.16186 1.10455 0.09
H 0.86809 -0.26273 3.42198 0.08
H 2.08904 -0.11745 2.31665 0.11
H 1.09631 1.37298 2.86512 0.07
H -1.38304 1.19578 2.16203 0.13
H -1.76832 -0.49219 2.10449 0.11
H -2.84980 1.15258 0.24996 0.13
H -3.25743 -1.29709 -0.06212 0.13
H -1.42936 -1.49595 -0.27523 0.10
H -3.31690 -0.74554 -2.26849 0.01
H -1.74378 0.10533 -2.26113 0.12
O -1.27407 2.77266 -1.17283 -0.06
H -2.07379 2.72994 -1.67060 0.03
H -1.21867 1.90179 -0.74572 -0.03
O -0.69290 -2.96878 2.23505 -0.06
H -1.32906 -3.65824 2.08442 0.03
H 0.03300 -3.00124 1.60174 -0.02
O 0.76576 1.58324 -3.49472 -0.02
H 1.60523 1.20587 -3.28187 0.01
H 0.38781 2.15951 -2.87659 -0.03
O -0.68593 3.58331 2.22165 -0.01
H -1.11014 3.93719 1.48124 0.01
H -0.22802 2.79098 2.04613 -0.04
O 2.80293 -0.73170 -2.04357 -0.07
H 3.65112 -0.54962 -1.56531 0.07
H 2.10849 -0.48073 -1.42717 -0.02
O 1.30836 -3.15437 0.18621 -0.03
H 2.13057 -3.55241 0.36855 0.04
H 0.87520 -3.66889 -0.48936 0.04
O 0.60837 -2.76291 -2.37110 -0.08
H 0.35574 -1.97123 -1.86758 0.01
H 1.50020 -2.40966 -2.57762 0.03

(3)
43
Properties=species:S:1:pos:R:3:lowdin_charge:R:1 method="wB97M-V/def2-TZVPD" e_homo_ev=-10.0 total_charge=0 gap_ev=9.9 de_lowest_kj_mol=220.4
C -0.56830 -1.86613 2.09339 -0.07
C -1.90178 -1.38370 1.39697 -0.34
C -2.59963 -2.71794 1.11252 -0.11
C -1.56483 -0.72025 0.05723 -0.42
C -2.87156 -0.43794 -0.70256 -0.06
N -0.69803 -1.51506 -0.84236 0.02
H 0.09393 -2.24478 1.30526 0.06
H -0.81257 -2.65208 2.79828 0.06
H 0.01508 -1.13073 2.65895 0.06
H -2.52976 -0.83632 2.11619 0.15
H -2.13888 -3.33342 0.33836 0.07
H -2.71191 -3.35051 1.98806 0.07
H -3.63678 -2.64070 0.75245 0.08
H -0.96749 0.16336 0.29488 0.09
H -3.14436 -1.35997 -1.22083 0.08
H -3.64583 -0.19697 0.02851 0.08
H -2.82578 0.40786 -1.40758 0.08
H 0.28065 -1.23960 -0.77589 0.07
H -0.69482 -2.52383 -0.78786 0.08
O 1.86762 -0.35570 -3.06228 -0.06
H 0.89628 -0.48277 -3.05438 0.01
H 2.24591 -1.24266 -3.11379 0.07
O 0.10770 2.31249 -1.30550 -0.04
H 1.04980 2.28909 -1.55430 0.02
H -0.16244 1.58534 -1.87785 0.02
O -0.92781 -0.18352 -3.29390 -0.08
H -0.90908 -0.98084 -3.83560 0.06
H -1.16410 -0.53872 -2.40200 0.00
O 2.89209 1.51621 -1.59085 -0.08
H 2.72302 0.88660 -2.32876 0.00
H 3.70124 1.33964 -1.10009 0.04
O 1.54490 0.70874 1.83596 -0.04
H 2.48179 0.59784 2.00348 0.06
H 1.27570 0.76876 0.91217 0.04
O 0.76031 3.01167 2.93249 -0.10
H 0.51781 3.41315 2.09119 0.01
H 0.84590 2.09251 2.57746 -0.02
O -1.40486 2.05269 1.03971 -0.06
H -1.63761 2.25202 1.94623 0.06
H -0.92775 2.58767 0.39779 0.02
O 3.62837 -1.28328 1.09644 -0.05
H 2.73184 -1.63426 1.20993 0.03
H 3.66113 -0.81891 0.25668 0.02

(4)
44
Properties=species:S:1:pos:R:3:lowdin_charge:R:1 method="wB97M-V/def2-TZVPD" e_homo_ev=-9.3 total_charge=0 gap_ev=9.4 de_lowest_kj_mol=332.3
C -1.42803 0.31624 -0.48689 -0.08
C -2.39610 -0.84559 -0.39385 -0.33
C -3.66532 -0.94176 -1.42920 -0.06
C -1.70578 -2.31162 -0.51692 -0.34
N -0.79935 -2.59545 0.59329 0.05
C -1.02443 -2.33471 -1.88936 -0.20
O 0.34053 -1.93193 -1.78987 -0.09
H -0.33726 0.01082 0.02820 0.12
H -1.91765 1.18844 -0.11289 0.06
H -1.04675 0.62980 -1.56085 0.06
H -2.96888 -0.76700 0.55595 0.12
H -4.09379 -1.98220 -1.28159 0.08
H -3.36142 -1.02469 -2.47047 0.04
H -4.39192 -0.12294 -1.34206 0.07
H -2.59806 -2.94081 -0.53059 0.12
H -0.31323 -3.45213 0.38690 0.07
H -0.04273 -1.93325 0.87784 0.06
H -0.88235 -3.31629 -2.20194 0.10
H -1.52833 -1.77070 -2.70022 0.11
H 0.60843 -1.01769 -2.02496 0.10
O 1.99358 -0.40049 2.94403 -0.07
H 1.13027 -0.74691 3.33348 0.04
H 2.06933 0.52754 3.18991 0.02
O 0.37985 2.79013 0.88092 -0.02
H 0.71751 2.69877 1.84289 0.09
H 0.55854 3.59591 0.60928 -0.05
O -1.57683 0.94195 -3.88979 -0.07
H -0.83201 1.27824 -3.35428 0.00
H -1.90381 0.22494 -3.31955 -0.01
O 3.03669 1.89399 -0.31014 -0.10
H 3.76763 1.43474 -0.82884 0.09
H 2.68410 1.07217 0.08359 -0.01
O 2.82202 2.52862 2.56775 -0.10
H 3.52627 1.76900 2.41434 0.12
H 2.90858 3.04001 1.77802 0.00
O -0.37840 -0.84676 4.30756 -0.07
H -0.32778 -1.83230 4.40603 0.09
H -1.16281 -0.36949 4.63213 0.07
O 0.34213 2.63876 -2.02774 -0.08
H -0.27324 3.41540 -1.87337 0.09
H 0.76574 2.31547 -1.23337 -0.02
O 2.13285 -0.77685 0.29285 -0.06
H 1.46822 -1.20606 -0.19292 -0.04
H 1.95142 -0.54539 1.22904 0.00

(5)
13
Properties=species:S:1:pos:R:3:lowdin_charge:R:1 method="wB97M-V/def2-TZVPD" e_homo_ev=-0.9 total_charge=-2 gap_ev=7.7 de_lowest_kj_mol=109.6
C 2.14435 0.97270 -0.62058 -0.39
C -1.17159 -1.51815 -0.14858 -0.74
C -1.21914 0.95062 0.96417 -0.77
C 1.48425 -0.09389 -0.03046 -0.07
C -0.76433 0.03212 -0.20811 -0.05
N 2.68461 1.90297 -1.06809 0.04
O -0.31031 -2.38819 -0.01905 -0.06
O -2.13265 1.73379 0.65395 -0.06
O -2.36554 -1.56875 -0.29819 0.00
O -0.72397 0.71251 2.03167 -0.02
F -0.92481 0.54046 -1.45100 0.04
H 1.67203 -0.40178 0.92880 0.03
H 1.62709 -0.87441 -0.73453 0.04

(6)
8
Properties=species:S:1:pos:R:3:lowdin_charge:R:1 method="wB97M-V/def2-TZVPD" e_homo_ev=-9.7 total_charge=0 gap_ev=8.8 de_lowest_kj_mol=107.5
O 0.36203 2.19852 2.07452 0.23
C -0.08159 1.86464 1.06516 -0.25
C -0.66148 1.53761 -0.12401 0.02
C -0.06522 0.30027 -0.12803 -0.19
C -0.16517 -0.92591 -0.83690 -0.10
C -0.06513 -2.06972 -1.20521 0.14
H 0.66148 0.17239 0.70159 0.11
H 0.01509 -3.07781 -1.54713 0.04

(7)
8
Properties=species:S:1:pos:R:3:lowdin_charge:R:1 method="wB97M-V/def2-TZVPD" e_homo_ev=-10.2 total_charge=0 gap_ev=9.6 de_lowest_kj_mol=16.0
C -2.75485 0.65951 0.08228 0.15
C -1.62999 0.42427 -0.28032 -0.13
C -0.30488 0.11682 -0.48864 -0.03
C 0.86610 -0.18457 -0.44222 0.06
C 2.18367 -0.52959 0.05600 -0.28
O 3.20542 -0.63665 -0.57322 0.07
H -3.72075 0.83710 0.49858 0.04
H 2.15528 -0.68691 1.14754 0.13

(8)
8
Properties=species:S:1:pos:R:3:lowdin_charge:R:1 method="wB97M-V/def2-TZVPD" e_homo_ev=-9.3 total_charge=0 gap_ev=8.2 de_lowest_kj_mol=0.2
C -0.28593 -1.12238 -2.19809 0.14
C -0.14196 -0.77053 -1.05339 -0.13
C -0.03626 -0.37983 0.31670 -0.13
C 0.28890 0.85319 0.70695 -0.01
C 0.37945 1.57979 1.78624 -0.20
O 0.47996 2.39415 2.61904 0.16
H -0.41816 -1.39397 -3.22270 0.04
H -0.26600 -1.16042 1.04524 0.12